{"formula": "C8H11BrNO", "method": "ωB97M-V/def2-TZVPD", "total_charge": 1, "max_force_ev_per_a": 3.73, "e_homo_ev": -12.10, "smiles": "O=C1C[NH+]([C@H]2C[C@@H]2/C=C/Br)C1", "species": ["C", "C", "C", "C", "C", "C", "C", "C", "N", "O", "Br", "H", "H", "H", "H", "H", "H", "H", "H", "H", "H", "H"], "positions_angstrom": [[1.25407, -0.13653, 0.04790], [2.79634, 0.10020, -0.01278], [-3.12082, -0.46911, 0.01050], [0.42650, 0.25906, 1.24929], [-2.57243, 0.92737, -0.26815], [-1.78092, -1.05924, -0.42862], [3.91003, -0.71265, -0.14533], [-0.10107, 0.83737, -0.02765], [-1.27454, 0.32049, -0.72312], [-4.13997, -0.90802, 0.40237], [5.63420, 0.00202, -0.02539], [1.01196, -1.11875, -0.34728], [3.02676, 1.14182, 0.18605], [-0.13812, -0.49250, 1.78385], [0.87897, 0.97371, 1.92388], [-3.09865, 1.50290, -1.03017], [-2.45251, 1.54269, 0.62591], [-1.23564, -1.56489, 0.36733], [-1.82170, -1.71534, -1.29710], [3.86157, -1.77285, -0.33184], [0.06240, 1.88588, -0.23227], [-1.12643, 0.45636, -1.72739]], "forces_ev_per_a": [[-0.158, -0.477, 0.085], [0.551, 0.273, -0.013], [0.357, 0.153, -0.171], [-0.018, -0.205, -0.159], [-1.087, 0.814, 0.350], [-0.119, -1.349, 0.212], [-3.255, 1.425, 0.105], [3.650, -0.759, 0.029], [0.189, 0.196, -0.419], [-0.077, -0.044, 0.032], [-0.139, -0.088, 0.000], [-0.261, -0.058, 0.100], [0.142, 0.081, -0.008], [-0.019, -0.095, 0.023], [-0.033, 0.131, -0.030], [0.153, -0.057, -0.080], [0.160, -0.055, -0.077], [0.075, 0.125, -0.058], [0.082, 0.145, -0.090], [0.042, -0.132, -0.013], [-0.162, 0.039, 0.012], [-0.070, -0.064, 0.169]], "mulliken_charge": [0.235, -0.582, 0.532, -0.623, -0.551, -0.522, -0.429, -0.523, 0.164, -0.419, -0.092, 0.333, 0.286, 0.217, 0.303, 0.346, 0.305, 0.256, 0.347, 0.389, 0.587, 0.442]}